DFT (wB97M-V/def2-TZVPD) results for an isolated molecule of C2H6N4O in a non-equilibrium geometry.

```
13
C2H6N4O, DFT wB97M-V/def2-TZVPD
C 0.7568 -1.3568 -0.9062
C 1.2258 0.0350 0.0437
N 1.6439 -2.1871 -0.7621
N 0.0922 0.6038 0.5772
N -0.7078 1.1010 -0.3166
N -1.9362 1.5091 -0.0159
O -0.2930 -1.0773 -1.4352
H 2.0751 -0.1165 0.6139
H 1.5272 0.5687 -0.8281
H 1.5047 -3.1864 -1.0684
H -0.0647 0.3129 1.6242
H -2.4685 1.9349 -0.8437
H -2.7106 1.0828 0.5849
```

Output
Spin multiplicity: 1
Energy: -373.9046 Eh
Charge: 0
E_HOMO (spin up / spin down): -7.870 / -7.871 eV
Relative energy (zero: lowest compared OMol25 entry of this formula, charge and spin): 129.11 kcal per mole

Here are the natural (NBO) charges for atoms 1 to 2, given in e: number 1, C, carries 0.6565; number 2, C, carries -0.3744